1.
{
  "formula": "C5H7NO",
  "method": "ωB97M-V/def2-TZVPD",
  "elements": ["O", "N", "C", "C", "C", "C", "C", "H", "H", "H", "H", "H", "H", "H"],
  "xyz": [[0.547217, 2.246182, 0.280880], [-0.520924, 0.255112, -0.295970], [-1.597710, 0.200362, 0.713143], [0.790374, 1.059464, 0.145075], [1.801762, 0.126513, 0.040080], [-0.043807, -1.041426, -0.767941], [1.282188, -1.095483, -0.499610], [-2.557643, 0.104286, 0.199113], [-0.747094, -1.814301, -1.044491], [-0.750249, 1.014379, -0.948868], [-1.571063, 1.130677, 1.284352], [1.891728, -1.974410, -0.696962], [-1.444289, -0.663040, 1.363538], [2.842640, 0.375403, 0.181571]],
  "forces_ev_per_angstrom": [[0.50, -0.22, 0.47], [-0.01, 0.19, -0.08], [-0.08, 0.06, 0.12], [0.08, 0.34, 0.06], [0.01, 0.14, 0.01], [0.12, 0.02, 0.00], [-0.16, 0.05, -0.14], [0.10, -0.02, 0.15], [0.10, 0.17, 0.00], [-0.42, -0.94, -0.53], [-0.04, -0.07, -0.07], [-0.17, 0.19, 0.05], [0.10, 0.19, -0.11], [-0.12, -0.10, 0.07]],
  "nbo_charge": [-0.652, -0.457, -0.409, 0.607, -0.531, -0.209, -0.132, 0.207, 0.215, 0.440, 0.236, 0.225, 0.222, 0.239],
  "de_lowest_kcal_mol": 47.2,
  "gap_ev": 8.18,
  "homo_ev": -7.3994,
  "smiles": "C[N@@H+]1C=CC=C1[O-]"
}

=====

2.
{
  "formula": "C45H61MoN5P2S2Si",
  "method": "ωB97M-V/def2-TZVPD",
  "elements": ["Mo", "S", "S", "P", "P", "Si", "N", "N", "N", "N", "N", "C", "C", "C", "C", "C", "C", "C", "C", "C", "C", "C", "C", "C", "C", "C", "C", "C", "C", "C", "C", "C", "C", "C", "C", "C", "C", "C", "C", "C", "C", "C", "C", "C", "C", "C", "C", "C", "C", "C", "C", "C", "C", "C", "C", "C", "H", "H", "H", "H", "H", "H", "H", "H", "H", "H", "H", "H", "H", "H", "H", "H", "H", "H", "H", "H", "H", "H", "H", "H", "H", "H", "H", "H", "H", "H", "H", "H", "H", "H", "H", "H", "H", "H", "H", "H", "H", "H", "H", "H", "H", "H", "H", "H", "H", "H", "H", "H", "H", "H", "H", "H", "H", "H", "H", "H", "H"],
  "xyz": [[0.323379, 0.382060, 0.071172], [-1.390970, -0.546378, -1.776416], [-2.470498, -2.272907, -1.829858], [2.482821, -0.828704, -0.634649], [-1.129942, -1.278832, 1.790921], [-4.857939, 0.355185, -2.682034], [-1.669790, 1.426342, -0.165312], [0.790057, 2.333966, -0.799577], [1.507751, -0.784987, -5.672637], [1.204750, 0.392299, 1.764085], [-0.354662, 0.574212, -5.275865], [3.107263, -0.910039, 1.049266], [-0.091801, 3.804502, -4.286322], [-0.816354, 0.069045, 3.026098], [-0.764589, -2.769162, 3.002818], [-2.960021, -1.409405, 1.497641], [1.833442, 1.563088, -5.477313], [4.198361, 1.307387, -1.400754], [-1.922082, 1.545808, 6.238750], [-3.735943, 1.221838, -1.451369], [0.549852, 2.356884, -2.159821], [2.104626, -2.575906, -1.157939], [4.205732, -1.732658, 1.437897], [-1.023129, 1.237743, 5.133317], [0.831453, 4.727326, -0.835143], [4.944488, -1.346688, 2.555204], [-4.109736, 2.536315, -0.973250], [0.315603, 0.889495, 2.743843], [2.288939, 0.261669, -5.718011], [6.161196, -2.124831, 2.900768], [3.307139, 0.386135, 3.090529], [3.982842, -0.191451, -1.638856], [-0.210837, 2.951950, -5.325054], [-1.741025, -3.217756, 4.107938], [-6.350207, 1.508735, -2.792941], [4.505803, -0.281990, 3.343142], [2.567150, 0.009258, 1.950999], [1.619775, -3.334321, 0.065197], [-3.671772, 0.432847, -4.150529], [0.592650, -2.676548, 3.704230], [1.061591, 3.502156, -0.144060], [0.062152, 2.060288, 4.851533], [-2.447731, 0.780390, -1.113166], [0.471542, 1.635614, -5.361991], [3.265086, -3.296190, -1.860599], [-3.279320, 3.172142, -0.032294], [-3.874143, -0.803052, 2.525655], [0.404547, 3.532087, -2.861380], [5.315957, -0.880135, -1.274855], [-1.328755, 0.186351, 4.281253], [0.554950, 4.774029, -2.181870], [-3.394672, -2.831338, 1.107620], [0.643194, 1.948798, 3.585978], [0.245204, -0.591502, -5.412432], [-2.149148, 2.563288, 0.451667], [-5.503692, -1.359447, -2.428483], [-1.435920, 1.691837, 7.232636], [3.608256, -2.704752, -2.685726], [0.768315, -3.644892, 4.148705], [0.518591, 1.352231, -2.587079], [-2.068724, -0.519199, 4.648025], [-4.438160, -2.935988, 0.877367], [0.507277, -1.949286, 4.547849], [-7.003666, 1.285978, -3.659770], [-2.753223, -3.320885, 3.694489], [1.435613, -2.433397, 3.072048], [0.437126, 5.686636, -2.749607], [-5.921515, 2.523850, -2.876552], [4.060262, -3.612835, -1.188372], [-0.393993, -1.476994, -5.260886], [-2.655655, 0.679609, 6.367901], [-0.694507, -3.590763, 2.255702], [-5.224047, -1.753316, -1.397715], [-1.375693, -4.169475, 4.519106], [6.683740, -1.792566, 3.800278], [3.598100, 1.915865, -2.053658], [0.311190, 2.912898, 5.486214], [5.232803, -1.974440, -1.108604], [4.473573, -2.582504, 0.746298], [-4.828483, -0.720226, 1.984202], [2.853031, 0.999524, 3.825733], [6.816569, -1.993850, 2.033192], [-6.602765, -1.552862, -2.555679], [3.836971, 1.565453, -0.389929], [5.131727, 0.057449, 4.107753], [-1.481850, 2.981374, 1.191320], [-3.036580, 1.287662, -3.924929], [-2.758144, -3.244924, 0.295525], [0.940963, -2.680422, 0.645796], [-4.115587, 0.507945, -5.133723], [1.537866, 2.483708, 3.367556], [-0.376547, 4.861888, -4.389898], [2.434844, -3.661297, 0.701291], [2.938285, -4.278590, -2.273155], [5.765783, -0.475346, -0.339688], [-2.478936, 2.509671, 6.100799], [-3.969749, -1.419058, 3.404350], [3.746787, -0.376676, -2.670767], [3.355820, 0.027937, -5.789735], [0.806451, 5.587939, -0.198657], [-3.022203, -0.855428, 0.572062], [-3.511944, 4.128964, 0.453551], [-1.685108, -2.491325, 4.929428], [-3.017167, -0.441647, -4.149525], [5.228222, 1.554722, -1.478901], [-5.120955, 2.912699, -1.273283], [-3.528562, 0.188335, 2.827788], [1.416322, 3.520329, 0.922920], [-3.201619, -3.462558, 2.021655], [1.118081, -4.261738, -0.265801], [6.008797, -0.705934, -2.129427], [-0.913673, 3.209504, -6.148513], [2.560519, 2.365413, -5.502071], [-5.013408, -2.024301, -3.195377], [-6.900837, 1.488484, -1.856089], [5.911658, -3.150501, 2.913984], [1.285140, -2.414939, -1.865143]],
  "forces_ev_per_angstrom": [[-2.14, -0.72, -3.63], [-0.75, 0.80, -0.04], [0.71, 0.31, -0.62], [-0.97, 0.17, 0.26], [0.53, -0.60, 1.59], [-0.13, 0.08, -1.18], [-1.44, 0.01, 0.64], [1.51, 0.36, 0.02], [0.84, -1.31, -0.28], [2.17, 1.22, 1.42], [0.71, 0.50, -0.36], [1.45, -1.05, -0.13], [0.51, -0.97, 0.20], [1.20, -0.26, -0.78], [0.44, -0.50, -1.14], [0.46, -0.35, -0.67], [1.00, -1.41, -0.74], [-1.66, -0.35, 0.85], [-1.68, -0.37, 2.38], [-0.08, 1.39, 0.88], [0.27, -0.04, 1.10], [1.08, 0.10, -0.08], [-0.77, 1.22, -0.89], [1.19, 0.53, -0.09], [0.41, -0.79, 1.01], [-0.67, -0.38, 0.29], [0.16, -1.83, 0.26], [0.79, -0.79, 0.42], [1.04, 0.67, 0.98], [0.77, 1.09, -0.84], [0.28, -1.71, -0.73], [0.14, -0.22, 1.43], [-0.39, 0.99, 0.75], [-0.07, 0.60, -0.58], [0.67, 0.38, -0.56], [-1.02, -0.01, -1.53], [-1.44, 0.79, 1.58], [-0.79, -0.30, -0.22], [-0.27, -0.15, 0.41], [-0.46, 0.76, 0.38], [-0.98, 0.00, -1.34], [-0.98, 0.68, -1.26], [1.34, 0.81, 1.21], [-1.89, 0.88, 0.35], [-1.08, -1.33, -0.05], [-0.80, 0.73, 0.51], [-0.27, 0.60, -0.72], [-0.18, 2.02, -1.55], [0.36, -0.63, -0.08], [-1.43, 0.10, 0.37], [-0.03, -1.52, 0.67], [2.03, -1.27, 1.77], [0.41, -0.88, 0.85], [-1.77, -0.66, 0.48], [1.06, -1.69, -2.13], [-0.33, -1.99, 0.66], [-0.02, -0.24, -0.67], [0.58, 0.16, -0.41], [0.27, -0.36, 0.21], [-0.35, 0.45, -0.16], [-0.19, 0.21, -0.29], [-0.52, 0.30, -0.32], [0.31, -0.34, -0.65], [0.31, 0.16, 0.58], [0.28, -0.04, 0.76], [0.18, 0.25, -0.22], [-0.12, 0.11, 0.33], [-0.58, -0.27, -0.43], [0.17, 0.47, 0.10], [0.35, 0.37, -0.19], [0.68, 1.36, -0.06], [-0.07, 0.25, 0.39], [-0.29, 0.33, -1.35], [-0.26, 0.12, -0.21], [-0.19, -0.16, -0.07], [-0.18, 0.32, -0.51], [-0.01, -0.35, 0.01], [0.13, 0.82, -0.37], [0.00, 1.07, 1.11], [-0.11, 0.12, 0.67], [0.03, 0.68, 0.42], [0.47, -0.15, 0.28], [0.79, 0.71, 0.14], [0.39, -0.03, -0.14], [0.75, 0.28, 1.37], [-0.18, 0.09, 0.21], [0.11, 0.17, -0.48], [-0.70, 0.36, 0.65], [0.17, -0.64, -0.22], [-0.17, 0.17, -0.26], [0.41, 0.59, -0.25], [-0.45, -0.74, -0.09], [0.24, 0.17, 0.12], [-0.19, 0.66, 0.06], [-0.39, -0.03, -0.71], [0.23, -0.94, -0.22], [-0.20, -0.25, 0.33], [-0.16, -0.19, -0.58], [-0.22, 0.31, -0.37], [0.42, 0.67, -0.06], [-0.28, 0.48, -0.22], [-0.31, -0.36, -0.50], [-0.38, -0.22, -0.14], [-0.09, -0.02, 0.09], [0.88, 0.34, -0.17], [1.41, -0.04, 0.56], [-0.25, -0.03, -0.04], [-0.72, -0.47, -1.22], [-0.49, 0.27, -1.07], [-0.13, 0.46, 0.19], [-0.21, -0.13, 0.65], [0.98, -0.12, 0.37], [-0.51, 0.28, 0.10], [-0.27, 0.58, 0.96], [-0.30, -0.14, 0.03], [-0.07, -1.29, 0.43], [-0.03, -0.28, 0.02]],
  "mulliken_spin": [1.831, 0.005, -0.006, -0.068, 0.025, 0.001, -0.093, -0.006, 0.000, 0.134, 0.001, 0.097, -0.005, 0.002, -0.007, -0.016, 0.001, 0.000, -0.002, -0.033, 0.050, -0.008, -0.035, 0.017, 0.007, 0.022, 0.027, -0.102, 0.000, -0.001, 0.036, -0.005, 0.001, -0.001, 0.001, -0.012, 0.045, -0.008, 0.004, 0.006, 0.000, -0.002, 0.075, 0.000, -0.002, 0.002, -0.001, 0.027, 0.002, 0.009, -0.010, -0.001, 0.009, 0.001, 0.082, -0.001, 0.001, 0.000, 0.000, -0.089, -0.002, 0.000, 0.000, 0.000, 0.000, -0.004, 0.000, 0.000, 0.000, 0.000, 0.000, 0.000, 0.001, 0.000, 0.000, 0.000, 0.000, 0.000, -0.001, 0.000, 0.003, 0.001, 0.000, 0.001, -0.002, -0.018, -0.001, 0.001, 0.005, 0.000, 0.002, 0.000, 0.001, 0.000, 0.000, 0.002, 0.001, 0.000, 0.000, 0.001, 0.006, 0.001, 0.000, -0.001, 0.001, 0.002, -0.001, -0.003, 0.000, -0.001, -0.001, 0.000, 0.000, 0.000, 0.000, 0.001, 0.002],
  "gap_ev": [5.35, 5.61],
  "homo_ev": [-5.4864, -5.8172],
  "multiplicity": 3
}

=====

3.
{
  "formula": "C8H18O2",
  "method": "ωB97M-V/def2-TZVPD",
  "elements": ["O", "O", "C", "C", "C", "C", "C", "C", "C", "C", "H", "H", "H", "H", "H", "H", "H", "H", "H", "H", "H", "H", "H", "H", "H", "H", "H", "H"],
  "xyz": [[2.114404, 1.251065, -0.340739], [-2.114150, -1.251909, 0.340519], [0.013193, -1.861750, 1.585520], [1.092643, 0.877475, -1.285790], [-1.092280, -0.877842, 1.285943], [-0.013261, 1.861436, -1.584786], [-1.255308, 0.410079, 2.057438], [2.995585, 1.947163, -1.317995], [1.255521, -0.409839, -2.058202], [-2.995596, -1.947051, 1.318012], [3.117832, 3.014110, -1.015867], [1.331846, 0.063707, -3.102160], [-1.003172, 1.380344, -1.558019], [1.003185, -1.380819, 1.558704], [-0.239347, -2.019834, 2.695018], [0.134323, -2.789437, 1.007090], [0.329414, -1.005143, -2.055272], [-2.634349, -1.978102, 2.438263], [-0.134456, 2.788979, -1.006093], [-3.118234, -3.014204, 1.016312], [-2.053678, 1.128926, 1.821346], [-0.329009, 1.005267, 2.054636], [3.993042, 1.448195, -1.342467], [0.238819, 2.020091, -2.694413], [-1.331842, -0.063257, 3.101657], [2.053946, -1.128748, -1.822392], [2.633955, 1.978678, -2.438194], [-3.993026, -1.447579, 1.341930]],
  "forces_ev_per_angstrom": [[-0.35, 0.58, -3.73], [0.36, -0.58, 3.74], [-0.59, 1.09, 1.78], [-0.33, -0.93, 3.58], [0.32, 0.93, -3.59], [0.59, -1.09, -1.78], [0.89, -1.55, 1.23], [0.85, 0.57, -0.43], [-0.89, 1.55, -1.23], [-0.85, -0.57, 0.43], [-0.05, -0.79, -0.06], [0.25, -1.52, 0.58], [0.27, -0.10, -0.12], [-0.27, 0.10, 0.12], [1.02, -0.75, -1.06], [-0.81, 0.39, 0.22], [0.05, 0.30, -0.03], [-0.35, 0.28, -2.26], [0.81, -0.39, -0.22], [0.05, 0.79, 0.07], [-0.07, -0.92, -0.06], [-0.05, -0.30, 0.03], [-0.69, 0.36, 0.17], [-1.02, 0.75, 1.06], [-0.25, 1.53, -0.59], [0.07, 0.92, 0.06], [0.35, -0.28, 2.26], [0.69, -0.36, -0.17]],
  "nbo_charge": [-0.553, -0.554, -0.710, 0.351, 0.351, -0.710, -0.710, -0.280, -0.710, -0.280, 0.191, 0.198, 0.232, 0.232, 0.198, 0.239, 0.232, 0.183, 0.239, 0.191, 0.239, 0.232, 0.191, 0.198, 0.198, 0.239, 0.183, 0.191],
  "de_lowest_kcal_mol": 174.9,
  "gap_ev": [7.44, 7.44],
  "homo_ev": [-6.5635, -6.5641]
}

=====

Result set for DFT total energy: -8834.157; -105084.149; -12676.112 eV, one per record in the order listed.